1.
ORCA calculation (wB97M-V/def2-TZVPD) on a single C4H5NO2 molecule.

Output
HOMO in eV: -9.16
Energy relative to the best compared isomer or geometry (same formula, charge and spin) in kJ/mol: 21.6
2S+1: 1
Orbital gap in eV: 9.92
SMILES string: C=C1COC(=O)N1

Element x y z (Å)
C1 -0.305 1.810 0.315
C2 -0.058 0.520 0.149
C3 1.163 -0.160 -0.390
O1 0.810 -1.543 -0.513
C4 -0.429 -1.737 -0.091
O2 -1.008 -2.785 -0.166
N1 -0.932 -0.544 0.408
H1 0.408 2.617 0.048
H2 -1.272 2.154 0.663
H3 2.026 -0.054 0.250
H4 1.478 0.190 -1.370
H5 -1.878 -0.468 0.697

***

2.
ORCA calculation (wB97M-V/def2-TZVPD) on a molecular structure, C16H16FeNO5.

Output
HOMO (spin up / spin down) in eV: -10.89 / -11.51
Charge: +1
2S+1: 5
Orbital gap (spin up / spin down) in eV: 7.57 / 4.74

Element x y z (Å)
C1 -3.446 1.050 0.482
O1 -2.087 1.544 0.456
C2 -1.036 0.635 0.274
C3 -0.436 0.051 1.421
C4 0.546 -1.057 1.315
C5 1.340 -0.769 0.088
C6 0.799 -0.124 -1.032
C7 -0.381 0.620 -0.969
Fe1 1.050 1.291 0.618
C8 2.083 1.216 2.021
O2 2.708 1.251 2.997
C9 0.428 2.853 1.052
O3 0.069 3.908 1.365
C10 2.319 2.021 -0.365
O4 3.077 2.519 -1.086
H1 -4.024 1.952 0.724
H2 -3.727 0.652 -0.514
H3 -3.559 0.271 1.265
H4 -0.948 0.182 2.385
H5 1.211 -1.073 2.217
H6 0.083 -2.063 1.351
H7 2.325 -1.264 0.003
H8 1.337 -0.158 -1.984
H9 -0.747 1.244 -1.790
C11 -2.976 -5.617 7.370
O5 -1.925 -4.642 7.106
C12 -1.494 -4.507 5.828
C13 -0.483 -3.555 5.592
C14 -0.046 -3.372 4.286
N1 -0.550 -4.041 3.229
C15 -1.488 -4.975 3.474
C16 -2.007 -5.249 4.746
H10 -3.131 -5.520 8.446
H11 -3.907 -5.379 6.826
H12 -2.657 -6.644 7.122
H13 -0.066 -2.974 6.403
H14 0.746 -2.656 4.053
H15 -1.867 -5.548 2.620
H16 -2.786 -6.003 4.871

***

| no. | DFT total energy (hartree) |
| --- | --- |
| 1 | -360.661176 |
| 2 | -2313.481037 |